Molecular formula: C3H5IO
Method: DFT, ωB97M-V/def2-TZVPD

The geometry in ORCA input format:
```
! wB97M-V def2-TZVPD RIJCOSX def2/J DEFGRID3
* xyz 0 1
C -0.323 -0.329 0.568
C 0.047 0.294 -0.773
H -1.397 -0.328 -2.191
H 0.061 -1.792 2.056
I 2.098 -2.313 0.559
H 1.013 -0.189 -1.080
O -1.109 0.415 -1.683
H 0.135 1.461 -0.492
C 0.302 -1.421 1.093
H -1.157 0.096 1.157
*
```

electronic energy = -13338.3994 eV
HOMO = -0.337 Eh
energy above the lowest of the compared OMol25 structures with the same formula, charge and spin = 22.5 kcal per mole
SMILES = OC/C=C\I